Version w
Computed, not measured: a gas-phase ion, C7H11N2 (charge +1), with wB97M-V/def2-TZVPD.

Values from the calculation:
E_LUMO (spin up / spin down) = -5.1 / -5.1 eV
2S+1 = 1
HOMO (spin up / spin down) = -12.52 / -12.52 eV
Net charge = +1

Cartesian coordinates (Å):
C  -0.9958  1.6440  0.0389
C  0.2976  1.9938  0.1708
C  -1.0905  -0.7994  0.0372
C  -1.7019  0.3389  -0.1380
C  1.7114  0.0676  0.0966
C  -0.8604  -2.2105  0.1400
C  2.9292  -0.7277  -0.2479
N  1.5198  1.3307  0.1011
N  -3.0680  0.3633  -0.2873
H  -1.6567  2.3856  0.1856
H  0.5567  2.9561  0.3866
H  -0.6137  -2.8101  -0.8636
H  -0.1413  -2.3279  0.8299
H  -1.7683  -2.5714  0.4716
H  3.7827  -0.1540  -0.3262
H  3.2257  -1.3258  0.5793
H  2.7130  -1.1689  -1.2741
H  2.1781  2.0916  0.0066
H  -3.4918  1.2588  -0.2332
H  -3.5258  -0.3347  0.3261


Version x
Computed, not measured: a gas-phase ion, C7H11N2 (charge +1), with wB97M-V/def2-TZVPD.

Values from the calculation:
E_LUMO = -4.5 eV
2S+1 = 1
SMILES = C=Cn1c[nH+]cc1CC
HOMO = -12.86 eV
Net charge = +1

Cartesian coordinates (Å):
C  -0.7646  -2.2366  -0.4602
C  0.4851  -1.6637  -0.4557
N  0.6687  -0.6029  0.5035
C  1.4491  -0.5734  1.5952
N  1.2927  0.5659  2.2113
C  0.3659  1.3640  1.5443
C  -0.0053  0.6123  0.4794
C  -1.0267  1.1128  -0.5233
C  -0.6133  0.9346  -2.0029
H  -1.4482  -2.1382  -1.3062
H  -1.0509  -2.7443  0.4701
H  1.3115  -2.0001  -1.0819
H  2.0935  -1.3842  1.9128
H  1.8004  0.7806  3.0602
H  0.0283  2.3421  1.8500
H  -1.0895  2.1950  -0.3495
H  -2.0250  0.7138  -0.2984
H  -1.4612  1.0289  -2.6899
H  -0.1314  -0.0238  -2.2244
H  0.1210  1.7171  -2.2345


Version y
Computed, not measured: a gas-phase ion, C7H11N2 (charge +1), with wB97M-V/def2-TZVPD.

Values from the calculation:
E_LUMO (spin up / spin down) = -4.7 / -4.7 eV
2S+1 = 1
HOMO (spin up / spin down) = -10.99 / -10.99 eV
Net charge = +1

Cartesian coordinates (Å):
C  2.0667  -0.7090  -0.8860
C  1.3817  -1.5294  -0.0190
C  2.0632  0.6582  -0.6373
C  0.5354  -1.0619  1.1388
C  -1.3519  -0.7150  -0.7264
C  -0.8339  -0.4909  0.6751
C  -0.8995  0.6158  -0.3408
N  2.3068  1.7402  -0.1447
N  -1.8660  1.6785  -0.0460
H  2.4976  -1.2398  -1.6135
H  1.5095  -2.5620  -0.1623
H  0.1630  -1.9028  1.8053
H  1.0931  -0.3045  1.7346
H  -0.5591  -1.2795  -1.2468
H  -2.4354  -0.9158  -0.8215
H  -1.4466  -0.5075  1.6625
H  2.0423  2.6697  -0.2764
H  -1.9942  2.0598  -0.9404
H  -1.4714  2.4493  0.5588
H  -2.8013  1.3465  0.2857


Verdict on stability: version x comes out on top.


Version w
Computed, not measured: 4 unconnected molecules or ions with the total composition C16H44N4O4, with wB97M-V/def2-TZVPD.

Values from the calculation:
E_LUMO = 0.7 eV
2S+1 = 1
SMILES = COC[C@H](C)N.COC[C@H](C)N.COC[C@H](C)N.COC[C@H](C)N
HOMO = -8.94 eV

Cartesian coordinates (Å):
C  -4.4569  -5.5126  3.5560
C  -3.2159  -4.8854  4.1915
C  -3.0050  -3.3700  3.7261
O  -2.2304  -2.6538  4.5698
C  -2.1720  -1.2322  4.2861
N  -3.4653  -4.8773  5.6367
H  -5.3057  -4.8298  3.5936
H  -4.8286  -6.4118  4.0474
H  -4.3086  -5.8015  2.5155
H  -2.2953  -5.4243  3.9677
H  -3.9832  -2.9278  3.5373
H  -2.5434  -3.3206  2.7399
H  -1.7467  -1.0394  3.3012
H  -1.4321  -0.8138  4.9684
H  -3.1035  -0.6664  4.3033
H  -2.7815  -4.1715  5.8700
H  -3.2182  -5.8185  5.9073
C  3.1816  2.4292  1.9064
C  2.8540  3.6007  1.0111
C  3.9656  4.6875  0.6444
O  3.5758  5.7227  -0.2468
C  2.8205  6.7486  0.3721
N  2.6058  2.9870  -0.2776
H  2.6135  1.5012  1.8421
H  3.3568  2.7642  2.9287
H  4.1687  2.0851  1.5976
H  1.9010  4.0529  1.2856
H  4.6748  4.1771  -0.0073
H  4.5440  5.0154  1.5082
H  2.7826  7.5830  -0.3283
H  3.2808  7.1295  1.2837
H  1.8649  6.2759  0.5989
H  3.5494  2.8305  -0.6020
H  2.1369  3.7402  -0.7603
C  -0.7440  -0.9486  0.1930
C  -0.1322  0.2703  -0.3825
C  -0.6734  1.6718  -0.0955
O  -2.1059  1.7151  -0.2782
C  -2.6257  1.6470  -1.5953
N  1.3130  0.0807  -0.0210
H  -1.7597  -1.0984  -0.1730
H  -0.8542  -0.7068  1.2501
H  -0.1838  -1.8714  0.0418
H  -0.2271  0.2743  -1.4684
H  -0.1022  2.3603  -0.7183
H  -0.4115  2.0145  0.9055
H  -2.5850  0.7089  -2.1489
H  -2.1223  2.3796  -2.2261
H  -3.6936  1.8160  -1.7338
H  1.6790  0.9504  0.3394
H  1.7646  0.0317  -0.9230
C  -0.4475  -0.6294  -5.6504
C  0.4676  -0.4304  -4.3752
C  1.6225  -1.4119  -4.3387
O  1.0632  -2.7597  -4.3466
C  1.5088  -3.3304  -3.1348
N  0.8176  1.0085  -4.2994
H  -0.9883  -1.5702  -5.5478
H  0.0678  -0.6026  -6.6105
H  -1.3039  0.0408  -5.7240
H  -0.2298  -0.5410  -3.5448
H  2.2789  -1.1554  -3.5072
H  2.1894  -1.3831  -5.2693
H  2.5853  -3.3011  -2.9660
H  1.3683  -4.3648  -3.4484
H  0.8001  -3.2621  -2.3095
H  0.1906  1.7560  -4.5604
H  1.6890  1.0676  -4.8066


Version x
Computed, not measured: 4 unconnected molecules or ions with the total composition C16H44N4O4, with wB97M-V/def2-TZVPD.

Values from the calculation:
E_LUMO = 0.6 eV
2S+1 = 1
SMILES = COC[C@H](C)N.COC[C@H](C)N.COC[C@H](C)N.COC[C@H](C)N
HOMO = -9.17 eV

Cartesian coordinates (Å):
C  -0.9442  -4.4010  3.8040
C  -1.6642  -3.6458  2.7143
C  -0.7433  -3.2494  1.5711
O  0.3874  -2.5147  1.9383
C  0.0977  -1.2607  2.4893
N  -2.7877  -4.4573  2.1358
H  -0.5444  -5.3374  3.4046
H  -1.5809  -4.6281  4.6620
H  -0.0995  -3.8420  4.2104
H  -2.1490  -2.7603  3.1507
H  -1.3366  -2.7018  0.8202
H  -0.4188  -4.1893  1.1164
H  -0.6153  -0.7131  1.8649
H  1.0314  -0.6955  2.5025
H  -0.2294  -1.3592  3.5291
H  -3.3790  -4.6921  2.9287
H  -3.3364  -3.7688  1.6244
C  -0.0782  0.5385  -1.7014
C  1.1248  1.0894  -0.9600
C  2.2375  0.0745  -0.8871
O  1.6933  -1.1718  -0.5340
C  2.6073  -2.1072  -0.0289
N  1.6631  2.3073  -1.5856
H  -0.5940  -0.1252  -1.0025
H  0.2285  -0.1632  -2.4815
H  -0.7216  1.3316  -2.0695
H  0.7752  1.3286  0.0590
H  3.0425  0.4433  -0.2349
H  2.6957  0.0386  -1.8905
H  2.8213  -2.0339  1.0410
H  3.5433  -2.1777  -0.5916
H  2.0936  -3.0676  -0.1375
H  1.0947  3.1137  -1.3473
H  2.5473  2.5424  -1.1421
C  2.3821  7.1662  -0.4810
C  3.5150  6.7513  0.4344
C  4.2280  5.5013  -0.0730
O  3.4785  4.3110  -0.0365
C  3.3168  3.7913  1.2523
N  4.4973  7.8376  0.6521
H  2.7466  7.4363  -1.4764
H  1.7972  8.0099  -0.1056
H  1.6629  6.3519  -0.6094
H  3.1083  6.5037  1.4201
H  5.0827  5.3801  0.6221
H  4.6735  5.6603  -1.0569
H  2.5769  4.3419  1.8399
H  4.2793  3.6968  1.7647
H  2.9095  2.7793  1.1628
H  4.1599  8.6587  0.1586
H  5.3571  7.6093  0.1558
C  -2.9810  -1.4493  -2.5502
C  -4.3409  -2.1037  -2.6826
C  -4.4878  -3.3026  -1.7408
O  -3.7783  -4.3805  -2.2756
C  -3.7080  -5.5154  -1.4209
N  -5.4595  -1.1911  -2.4278
H  -2.1760  -2.1879  -2.6478
H  -2.7793  -0.9066  -1.6247
H  -2.7975  -0.7613  -3.3829
H  -4.4131  -2.5404  -3.6826
H  -5.5558  -3.4683  -1.5537
H  -4.0365  -3.0063  -0.7739
H  -2.6871  -5.8996  -1.4971
H  -4.4333  -6.2726  -1.7115
H  -3.7973  -5.2303  -0.3691
H  -5.5557  -1.0331  -1.4298
H  -5.2467  -0.2827  -2.8257


Verdict on stability: version x comes out on top.


Version w
Computed, not measured: CH4P2S in the gas phase, with wB97M-V/def2-TZVPD.

Values from the calculation:
E_LUMO = 0.7 eV
2S+1 = 1
SMILES = CP1#S#[PH]1
HOMO = -8.92 eV

Cartesian coordinates (Å):
C  -0.0174  0.6208  1.1129
P  0.0818  -0.0817  -1.9211
P  -0.6237  -0.7728  0.0216
S  1.1306  -1.6355  -0.8673
H  0.9931  0.5682  1.3488
H  -0.6222  0.5762  2.0765
H  -0.1730  1.6522  0.6656
H  -0.7692  -0.9274  -2.4371


Version x
Computed, not measured: a molecular structure, CH4P2S, with wB97M-V/def2-TZVPD.

Values from the calculation:
E_LUMO = -1.8 eV
2S+1 = 1
HOMO = -8.94 eV

Cartesian coordinates (Å):
C  0.1766  -0.5654  0.8309
P  -1.0038  0.5270  0.2087
P  1.2593  -1.1059  -0.4578
S  -2.2329  -0.6949  -0.7835
H  -0.6730  1.6475  -0.4495
H  -1.3770  1.2292  1.4223
H  2.4545  -1.2517  0.3146
H  1.3962  0.2143  -1.0857


Version y
Computed, not measured: 2 unconnected molecules or ions with the total composition CH4P2S, with wB97M-V/def2-TZVPD.

Values from the calculation:
E_LUMO = -0.1 eV
2S+1 = 1
HOMO = -8.84 eV

Cartesian coordinates (Å):
C  0.6784  -1.2157  -0.1302
P  -0.2686  1.8269  0.7801
P  -0.8687  -0.1544  0.0798
S  -0.6771  1.3344  -1.3183
H  1.1140  -1.5733  0.7646
H  1.5066  -0.6934  -0.6536
H  0.5686  -2.0316  -0.8461
H  -2.0531  2.5070  1.3237


Verdict on stability: version w comes out on top.


Version w
Computed, not measured: C16H20N4O3S in the gas phase, with wB97M-V/def2-TZVPD.

Values from the calculation:
E_LUMO = 0.4 eV
2S+1 = 1
SMILES = CCCc1nnc(NC(=O)C2CCN(C(=O)c3ccco3)CC2)s1
HOMO = -8.76 eV

Cartesian coordinates (Å):
C  -5.0678  -3.7659  0.5636
C  -3.9328  -2.7511  0.5910
H  -2.9924  -3.2481  0.8310
H  -3.8179  -2.2911  -0.3908
C  -4.1955  -1.6574  1.6248
C  -3.1032  -0.6592  1.6648
N  -2.0630  -0.6602  0.9232
N  -1.2120  0.3350  1.1387
C  -1.5847  1.1477  2.0666
N  -0.9254  2.2524  2.5087
C  0.2120  2.8887  2.0288
O  0.5821  3.8863  2.5971
C  0.8982  2.2538  0.8473
H  0.1372  1.8347  0.1848
C  1.7719  1.0896  1.3352
H  2.5835  1.4772  1.9516
H  1.1843  0.3965  1.9363
C  2.3010  0.3371  0.1155
N  2.7770  1.2629  -0.8920
C  2.9198  0.9866  -2.2098
O  3.2368  1.8470  -3.0203
C  2.7062  -0.3927  -2.6830
C  2.6165  -0.7848  -3.9963
C  2.4699  -2.1867  -3.9857
C  2.4896  -2.5512  -2.6730
O  2.6308  -1.4815  -1.8800
H  2.4142  -3.5075  -2.1932
H  2.3676  -2.8332  -4.8327
H  2.6527  -0.1329  -4.8440
C  3.0473  2.6079  -0.4301
C  1.7729  3.2713  0.0994
H  2.0437  4.0825  0.7770
H  1.2067  3.6958  -0.7296
H  3.4447  3.1674  -1.2781
H  3.8134  2.5644  0.3504
H  1.4825  -0.2585  -0.2965
H  3.1056  -0.3455  0.4174
H  -1.3464  2.7298  3.2985
S  -3.1305  0.6989  2.8010
H  -4.3067  -2.0991  2.6200
H  -5.1341  -1.1429  1.3959
H  -4.8677  -4.5357  -0.1768
H  -5.1793  -4.2448  1.5340
H  -6.0091  -3.2832  0.3095


Version x
Computed, not measured: C16H20N4O3S in the gas phase, with wB97M-V/def2-TZVPD.

Values from the calculation:
E_LUMO = 0.7 eV
2S+1 = 1
SMILES = CN1CCN(C(=O)CSc2nnc(COc3ccccc3)o2)CC1
HOMO = -8.45 eV

Cartesian coordinates (Å):
C  -1.8729  0.8564  2.1524
N  -2.2167  1.0348  0.7572
C  -2.7262  -0.1999  0.1786
C  -3.1312  0.0517  -1.2766
N  -1.9807  0.5099  -2.0209
C  -1.1685  -0.2096  -2.8149
O  -0.1229  0.2321  -3.2534
C  -1.6240  -1.6173  -3.2184
H  -2.1966  -2.1305  -2.4521
H  -2.1705  -1.5887  -4.1605
S  -0.1220  -2.6023  -3.5244
C  0.5439  -2.3408  -1.9632
N  -0.1038  -1.8938  -0.9301
N  0.7941  -1.7889  0.0697
C  1.9313  -2.1785  -0.3921
O  1.8477  -2.5568  -1.6945
C  3.2331  -2.2130  0.3318
O  3.1427  -1.6313  1.5997
C  2.7462  -0.3193  1.6962
C  2.7046  0.5815  0.6402
C  2.3072  1.8890  0.8678
C  1.9505  2.3093  2.1353
C  1.9972  1.4111  3.1895
C  2.3927  0.1067  2.9745
H  2.4331  -0.6078  3.7810
H  1.7195  1.7272  4.1840
H  1.6394  3.3294  2.3021
H  2.2761  2.5792  0.0378
H  2.9713  0.2872  -0.3633
H  4.0051  -1.7385  -0.2934
H  3.5292  -3.2538  0.5057
C  -1.4655  1.7441  -1.4549
H  -0.6028  2.0590  -2.0418
C  -1.0671  1.5006  -0.0010
H  -0.7146  2.4334  0.4437
H  -0.2433  0.7679  0.0310
H  -2.2494  2.5042  -1.5077
H  -3.5661  -0.8412  -1.7204
H  -3.8783  0.8520  -1.3057
H  -3.6022  -0.5129  0.7517
H  -1.9702  -1.0003  0.2069
H  -1.0729  0.1152  2.2958
H  -1.5384  1.8096  2.5586
H  -2.7581  0.5336  2.6984


Verdict on stability: version w comes out on top.